Run A
Below is an isolated molecule of C3H3FN2O, with properties calculated with ωB97M-V/def2-TZVPD.

frontier orbital gap	10.3	eV
LUMO energy	0.7076	eV
SMILES string	Cc1nnc(F)o1
net charge	0

Last column: natural (NBO) charge in e.
Element x y z (Å)
H 1.79 -0.91 1.00  0.234
C 1.63 -0.34 -0.03  -0.646
F -3.09 -0.41 -0.06  -0.225
N -0.17 1.40 0.02  -0.270
O -0.91 -0.71 0.11  -0.451
C 0.16 0.16 -0.09  0.472
C -2.01 0.14 0.01  0.788
N -1.45 1.38 0.02  -0.363
H 2.18 0.48 -0.18  0.230
H 1.86 -1.18 -0.81  0.231

Run B
Below is an isolated molecule of C3H3FN2O, with properties calculated with ωB97M-V/def2-TZVPD.

frontier orbital gap	10.5	eV
LUMO energy	0.6932	eV
SMILES string	FOc1cc[nH]n1
net charge	0

Last column: natural (NBO) charge in e.
Element x y z (Å)
H 0.81 1.95 0.12  0.413
H -1.16 -1.74 -0.11  0.251
C 0.28 0.00 0.06  -0.033
O -3.42 0.46 0.10  -0.107
N 0.07 1.29 -0.05  -0.319
H 1.36 -0.35 -0.08  0.227
F -4.03 -0.81 -0.09  -0.124
C -0.96 -0.66 -0.04  -0.390
N -1.23 1.62 -0.03  -0.299
C -1.91 0.44 -0.01  0.381

Looking at the structures above, which would you pick as the most stable? I would pick run A.